Computed, not measured: 2 unconnected molecules or ions with the total composition C4H10O3 at a distorted geometry, with ωB97M-V/def2-TZVPD.

As for the HOMO energy: -8.18 eV. The calculation puts the molar mass at 106.12 g/mol. As for the SMILES: CC(C)=C(O)O.O. The calculation puts the HOMO-LUMO gap at 8.425 eV.

Last column: Löwdin charge in e.
CARTESIAN COORDINATES (ANGSTROEM)
C: -0.289 -0.849 1.397  -0.033
C: -0.295 -0.180 0.064  -0.263
C: -1.130 -0.788 -1.015  -0.037
C: 0.273 1.093 -0.121  -0.469
O: -0.321 1.889 -1.098  0.037
O: 0.748 1.825 0.963  0.028
H: -1.207 -0.569 1.931  0.102
H: 0.552 -0.532 2.011  0.088
H: -0.297 -1.935 1.296  0.087
H: -2.165 -0.446 -0.889  0.101
H: -1.106 -1.877 -0.966  0.087
H: -0.797 -0.465 -2.000  0.091
H: 0.305 2.600 -1.292  0.112
H: 0.030 1.964 1.596  0.111
O: 1.859 -0.795 -0.901  -0.199
H: 2.383 -1.257 -0.230  0.017
H: 1.458 0.324 -0.747  0.139

Force components x, y, z for each atom (eV/Å):
C 0.420 -0.025 -0.123
C 0.008 2.198 -0.283
C 0.250 0.109 -0.118
C -3.028 -0.854 1.234
O 0.641 0.130 -0.177
O 0.304 -0.184 -0.041
H 0.004 0.035 -0.089
H 0.011 -0.065 -0.019
H 0.082 0.053 0.029
H 0.040 -0.052 0.015
H -0.014 0.078 0.004
H -0.048 -0.035 0.085
H -0.146 -0.068 -0.094
H 0.099 0.048 -0.189
O -0.422 1.661 -0.759
H 0.091 0.999 0.013
H 1.709 -4.030 0.511

Computed, not measured: 2 unconnected molecules or ions with the total composition C4H10O3 at a distorted geometry, with ωB97M-V/def2-TZVPD.

As for the HOMO energy: -10.39 eV. The calculation puts the molar mass at 106.12 g/mol. As for the SMILES: CCCC(=O)O.O. The calculation puts the HOMO-LUMO gap at 11.048 eV.

Last column: Löwdin charge in e.
CARTESIAN COORDINATES (ANGSTROEM)
C: -0.282 0.544 -2.553  -0.098
C: -1.016 0.221 -1.254  -0.239
C: -0.095 0.246 -0.033  -0.138
C: -0.728 0.068 1.302  -0.516
O: -0.723 0.851 2.217  0.101
O: -1.123 -1.224 1.512  0.085
H: 0.795 0.400 -2.449  0.064
H: -0.414 1.584 -2.845  0.070
H: -0.639 -0.055 -3.387  0.070
H: -1.470 -0.771 -1.318  0.111
H: -1.841 0.908 -1.105  0.108
H: 0.609 -0.573 -0.184  0.109
H: 0.538 1.131 -0.013  0.124
H: -1.609 -1.228 2.356  0.125
O: 3.090 -0.499 -0.697  -0.056
H: 3.124 0.458 -0.745  0.034
H: 3.519 -0.777 0.123  0.046

Force components x, y, z for each atom (eV/Å):
C 0.188 0.250 -0.010
C -0.360 -0.225 0.209
C 0.534 -0.066 -0.758
C 0.809 -0.780 1.111
O -0.429 0.304 -0.449
O -0.654 0.367 -0.279
H -0.020 -0.244 -0.057
H -0.053 0.154 0.065
H 0.030 -0.106 -0.003
H 0.064 0.023 0.038
H -0.195 0.219 -0.019
H 0.029 -0.161 0.237
H -0.330 0.279 0.088
H 0.325 -0.012 -0.163
O -0.042 -0.408 -0.058
H 0.166 0.086 0.231
H -0.064 0.320 -0.182

Computed, not measured: 2 unconnected molecules or ions with the total composition C4H10O3 at a distorted geometry, with ωB97M-V/def2-TZVPD.

As for the HOMO energy: -8.81 eV. The calculation puts the molar mass at 106.12 g/mol. As for the SMILES: C=C(C)OO.CO. The calculation puts the HOMO-LUMO gap at 9.349 eV.

Last column: Löwdin charge in e.
CARTESIAN COORDINATES (ANGSTROEM)
C: 0.048 -0.736 1.818  0.062
C: 0.120 0.143 0.829  -0.321
C: 0.992 1.350 0.759  -0.045
O: -1.342 0.432 0.171  -0.168
O: -1.304 1.386 -0.904  -0.038
H: -0.649 -1.558 1.786  0.080
H: 0.734 -0.684 2.647  0.078
H: 0.573 2.162 1.355  0.095
H: 1.994 1.120 1.102  0.090
H: 1.047 1.697 -0.275  0.081
H: -1.972 2.029 -0.633  0.108
C: 0.285 -1.296 -1.606  -0.207
O: -1.006 -1.705 -1.422  -0.123
H: 0.872 -2.082 -2.087  0.089
H: 0.360 -0.349 -2.157  0.074
H: 0.680 -0.905 -0.540  0.081
H: -1.431 -1.004 -0.842  0.065

Force components x, y, z for each atom (eV/Å):
C -0.214 -0.245 -0.788
C -3.140 2.423 1.348
C -0.190 -0.055 -0.790
O 2.464 -0.682 0.923
O 0.594 -0.438 -0.055
H -0.399 0.130 0.202
H 0.499 -0.207 -0.219
H -0.040 -0.050 0.008
H 0.066 -0.110 0.091
H 0.110 0.016 0.120
H 0.006 -0.096 0.327
C 1.463 1.964 1.776
O -1.917 0.207 0.779
H 0.104 0.159 0.365
H -0.041 -0.234 -0.603
H 0.180 -1.639 -2.485
H 0.453 -1.143 -1.000

Computed, not measured: 2 unconnected molecules or ions with the total composition C4H10O3 at a distorted geometry, with ωB97M-V/def2-TZVPD.

As for the HOMO energy: -9.79 eV. The calculation puts the molar mass at 106.12 g/mol. As for the SMILES: O=CCCCO.O. The calculation puts the HOMO-LUMO gap at 10.743 eV.

Last column: Löwdin charge in e.
CARTESIAN COORDINATES (ANGSTROEM)
O: -3.562 1.467 1.038  0.014
C: -2.898 0.591 1.587  -0.173
C: -1.501 0.186 0.850  -0.129
C: -1.394 0.891 -0.510  -0.178
C: -0.149 0.272 -1.343  -0.195
O: -0.578 -0.998 -1.915  -0.109
H: -3.094 0.095 2.541  0.107
H: -1.659 -0.871 0.512  0.122
H: -0.723 0.306 1.505  0.072
H: -2.194 0.755 -1.145  0.068
H: -1.554 1.959 -0.392  0.106
H: 0.066 1.026 -2.131  0.113
H: 0.679 0.019 -0.770  0.084
H: -1.483 -0.869 -2.301  0.099
O: 6.413 -1.319 0.879  -0.012
H: 7.299 -1.384 1.158  0.009
H: 6.332 -2.126 0.435  0.002

Force components x, y, z for each atom (eV/Å):
O 0.378 -1.865 1.781
C 2.029 1.750 -3.141
C -5.174 -0.992 -2.159
C 2.982 -0.209 1.249
C -3.675 1.289 -1.081
O -0.883 1.001 -0.137
H -0.550 0.065 0.204
H 0.498 0.337 1.043
H 2.130 0.194 1.449
H -2.213 -1.214 -1.130
H 1.315 0.525 0.071
H 0.320 -0.667 0.287
H 1.530 -0.087 1.089
H 1.317 -0.129 0.475
O -1.059 1.563 0.433
H 1.825 0.387 0.843
H -0.769 -1.949 -1.276

Computed, not measured: a single C4H10O3 molecule at a distorted geometry, with ωB97M-V/def2-TZVPD.

As for the HOMO energy: -10.19 eV. The calculation puts the molar mass at 106.12 g/mol. As for the SMILES: CC(C)(O)OCO. The calculation puts the HOMO-LUMO gap at 10.968 eV.

Last column: Löwdin charge in e.
CARTESIAN COORDINATES (ANGSTROEM)
C: 0.072 -0.698 -1.378  -0.017
C: 0.695 -0.054 -0.143  -0.616
C: 0.788 -1.022 1.031  -0.013
O: 2.110 0.285 -0.490  -0.028
O: 0.181 1.186 0.256  -0.055
C: -1.285 1.292 0.229  -0.233
O: -1.906 0.361 1.072  -0.028
H: -0.936 -1.073 -1.176  0.089
H: 0.689 -1.530 -1.733  0.096
H: -0.001 0.027 -2.196  0.091
H: -0.189 -1.374 1.371  0.079
H: 1.392 -1.902 0.787  0.090
H: 1.272 -0.529 1.881  0.094
H: 2.058 0.855 -1.274  0.088
H: -1.684 1.203 -0.784  0.123
H: -1.517 2.306 0.568  0.129
H: -1.738 0.666 1.979  0.110

Force components x, y, z for each atom (eV/Å):
C -0.410 0.249 -0.065
C 2.585 -0.374 -0.495
C 0.314 -0.181 0.380
O -1.615 -0.535 0.250
O -2.536 0.428 -0.222
C 1.120 0.338 0.313
O 0.071 0.330 0.030
H 0.111 0.007 0.025
H -0.058 0.200 0.299
H 0.025 0.007 0.071
H 0.041 0.183 -0.283
H -0.066 0.204 -0.181
H -0.058 0.052 -0.239
H -0.006 -0.135 0.330
H 0.173 -0.477 0.127
H 0.412 -0.008 -0.031
H -0.103 -0.286 -0.310

Computed, not measured: 2 unconnected molecules or ions with the total composition C4H10O3S, with ωB97M-V/def2-TZVPD.

As for the HOMO energy: -9.33 eV. The calculation puts the molar mass at 138.19 g/mol. As for the SMILES: O=C(O)CCCS.O. The calculation puts the HOMO-LUMO gap at 9.816 eV.

Last column: Löwdin charge in e.
CARTESIAN COORDINATES (ANGSTROEM)
O: -0.543 0.019 2.559  0.132
C: -0.767 -0.266 1.423  -0.541
O: -0.635 -1.547 0.970  0.075
C: -1.203 0.715 0.372  -0.088
C: -0.032 1.518 -0.279  -0.234
C: 1.356 0.930 0.032  -0.593
S: 2.680 1.792 -0.850  0.709
H: -0.199 -2.058 1.671  0.140
H: -1.779 0.283 -0.433  0.114
H: -1.874 1.367 0.912  0.119
H: -0.021 2.517 0.139  0.102
H: -0.225 1.595 -1.354  0.105
H: 1.564 1.091 1.099  0.076
H: 1.392 -0.147 -0.162  0.076
H: 2.457 1.247 -2.053  -0.146
O: -0.646 -3.371 -1.276  -0.071
H: -0.716 -2.990 -2.165  0.038
H: -0.810 -2.695 -0.605  -0.014

Force components x, y, z for each atom (eV/Å):
O 0.246 0.139 0.537
C -0.156 -0.453 -0.617
O 0.171 0.248 -0.049
C 0.098 0.274 -0.199
C 0.121 -0.345 0.550
C -0.438 0.026 -0.092
S 0.127 -0.057 0.027
H -0.171 0.004 0.076
H -0.116 -0.609 0.025
H -0.127 0.437 0.018
H -0.124 0.317 -0.130
H 0.236 -0.032 0.226
H 0.037 -0.141 -0.256
H 0.130 0.196 -0.014
H -0.039 0.012 -0.006
O 0.047 -0.265 -0.339
H -0.040 0.072 0.683
H -0.002 0.177 -0.441

Computed, not measured: a molecular structure, C4H10O3V at a distorted geometry, with ωB97M-V/def2-TZVPD.

The charge is +1. The expectation value of S² is 6.0139. The spin multiplicity is 5. As for the HOMO energy (alpha / beta): -10.65 / -14.47 eV. The calculation puts the molar mass at 157.07 g/mol. The calculation puts the HOMO-LUMO gap (alpha / beta) at 5.921 / 9.707 eV.

Last column: Löwdin charge in e.
CARTESIAN COORDINATES (ANGSTROEM)
O: -0.354 1.545 -0.960  -0.338
C: -1.482 1.713 -0.181  -0.264
C: -2.008 0.496 0.569  -0.169
O: -2.288 -0.695 -0.169  -0.133
C: -1.445 -1.746 -0.136  -0.021
H: -2.306 2.116 -0.804  0.139
H: -1.279 2.472 0.601  0.133
H: -2.956 0.748 1.062  0.143
H: -1.290 0.231 1.365  0.124
H: -0.736 -1.874 0.689  0.063
H: -1.711 -2.519 -0.863  0.080
H: 1.033 -0.729 -0.279  0.180
O: 1.928 -0.137 -0.436  -0.296
C: 3.145 -0.698 0.032  -0.070
V: 1.354 1.596 -0.881  1.106
H: 3.338 -0.413 1.074  0.104
H: 3.111 -1.789 -0.068  0.111
H: 3.946 -0.316 -0.616  0.106

Force components x, y, z for each atom (eV/Å):
O -1.016 0.222 -0.085
C -1.977 0.411 0.140
C 0.483 -0.914 1.066
O 0.168 0.359 -0.507
C 0.312 0.448 -0.410
H 0.493 -0.165 0.101
H -0.177 -0.266 -0.247
H 0.302 0.222 -0.152
H -0.133 0.035 -0.094
H -0.452 0.003 -0.078
H 0.261 0.234 0.537
H 2.778 1.400 -0.488
O -2.831 -3.127 0.796
C 1.070 -0.746 0.322
V 1.018 1.823 -0.938
H -0.122 -0.117 -0.256
H 0.048 0.320 0.067
H -0.225 -0.141 0.226

Q: Which electronic energy values were calculated for the entries above? A: -384.0233, -384.1409, -383.9213, -384.0587, -384.1103, -782.3277, -1327.7196, in Ha.